Run a
A 2-piece molecular cluster, C3H8OS2 overall. Source: the Open Molecules 2025 dataset; level of theory: ωB97M-V/def2-TZVPD.

Calculated values
- SMILES = CC=O.CSS
- E_HOMO (eV) = -8.25
- gap between HOMO and LUMO (eV) = 8.667

Last column: Löwdin charge in e.
Geometry (Å):
C: 1.46814 0.38154 -3.53663  -0.060
C: 1.14178 -0.98041 -3.00202  -0.325
O: 1.73035 -1.49311 -2.08543  0.039
H: 2.42122 0.73675 -3.15336  0.079
H: 0.66312 1.08115 -3.31103  0.080
H: 1.56480 0.34782 -4.62073  0.074
H: 0.36522 -1.54699 -3.54736  0.113
C: -0.61277 0.27816 4.05461  -0.515
S: -2.27955 0.76333 3.56818  0.363
S: -2.18663 0.10336 1.57918  0.297
H: -0.60407 -0.41145 4.91249  0.033
H: -0.05352 1.15065 4.38941  0.025
H: -0.12076 -0.25493 3.25226  0.005
H: -3.49733 -0.15589 1.50044  -0.209


Run b
A 2-piece molecular cluster, C3H8OS2 overall. Source: the Open Molecules 2025 dataset; level of theory: ωB97M-V/def2-TZVPD.

Calculated values
- E_HOMO (alpha / beta) (eV) = -7.96 / -7.96
- gap between HOMO and LUMO (alpha / beta) (eV) = 7.728 / 7.730

Last column: Löwdin charge in e.
Geometry (Å):
C: 0.74703 0.13601 1.76803  -0.100
C: -0.05617 1.24446 -0.58023  -0.126
C: -0.19496 0.23803 0.53264  -0.645
O: 0.31918 -1.55809 -1.39052  -0.115
S: -2.86267 -0.55561 -0.67531  0.071
S: -1.53187 -0.78114 0.67153  0.438
H: 0.45596 -0.69194 2.26427  0.006
H: 1.76975 -0.00979 1.40096  0.079
H: 0.84688 1.23009 2.17506  0.128
H: 0.97857 1.21488 -1.00596  0.098
H: -0.00428 2.28332 -0.19806  0.096
H: -0.73358 1.07597 -1.37522  0.017
H: -0.58096 -1.91794 -1.45869  -0.005
H: 0.84712 -1.90826 -2.12851  0.059


Which is the most stable structure? run a is the most stable.